No. 1
Density functional theory data (ωB97M-V with the def2-TZVPD basis set) for C9H9N7NiOS7 as an isolated structure in a non-equilibrium geometry.

Results
HOMO (spin up / spin down) (eV): 0.7 / 0.6
Gap between HOMO and LUMO (spin up / spin down) (hartree): 0.11879 / 0.12168
<S²>: 2.020
Relative energy (zero: lowest compared OMol25 entry of this formula, charge and spin) (kcal per mole): 120.1
DFT total energy (eV): -138842.86122
Spin multiplicity: 3
Net charge: -2

Positions of all 34 atoms, in Å:
1 N 10.1296 -15.9072 -3.7392
2 C 12.8117 -11.2086 -5.0635
3 S 5.5062 -10.9982 -2.8877
4 C 10.1425 -14.9022 -4.6412
5 N 13.5495 -11.3312 -3.0740
6 S 6.8449 -13.1052 -6.3892
7 H 11.1664 -14.9541 -6.4806
8 H 13.9579 -12.0402 -1.2334
9 C 6.7626 -11.5695 -3.8955
10 C 10.4187 -14.0263 -2.6528
11 S 4.9312 -13.4723 -4.4536
12 H 9.8228 -16.0821 -6.2987
13 O 3.3096 -12.4567 -2.5220
14 N 11.7939 -11.6241 -4.2371
15 H 9.5261 -14.3102 -6.5719
16 Ni 9.9562 -11.9376 -4.7966
17 H 10.1637 -16.9105 -3.9944
18 C 4.3614 -12.3871 -3.1082
19 H 10.7632 -13.2400 -1.9334
20 H 15.3263 -11.5639 -2.1968
21 C 9.6475 -9.7144 -7.0932
22 H 10.3822 -15.9480 -1.5688
23 N 13.9863 -11.0285 -4.3168
24 N 14.3533 -11.4523 -1.9916
25 C 10.1592 -15.0959 -6.1193
26 S 9.0807 -8.3070 -6.5327
27 H 12.7446 -11.2527 -6.1276
28 S 10.5829 -10.5217 -8.2194
29 N 10.2158 -13.7082 -3.9840
30 S 8.3194 -10.9851 -3.6871
31 N 12.2710 -11.6145 -3.0418
32 C 6.3284 -12.5893 -4.8372
33 C 10.2479 -15.3744 -2.4839
34 S 8.8926 -11.1649 -6.3917

---

No. 2
Density functional theory data (ωB97M-V with the def2-TZVPD basis set) for one molecule with the formula C6H9N in a non-equilibrium geometry.

Results
HOMO (eV): -9.5
Gap between HOMO and LUMO (hartree): 0.38733
Relative energy (zero: lowest compared OMol25 entry of this formula, charge and spin) (kcal per mole): 90.5
DFT total energy (eV): -7854.23603
Spin multiplicity: 1

Positions of all 16 atoms, in Å:
1 H -2.8575 0.6210 0.5739
2 H 2.8990 -0.1442 -0.4334
3 H -3.4348 -0.7608 -0.6649
4 H 0.6418 1.8961 -1.7805
5 C -2.6289 -0.1982 0.0086
6 H -0.0124 -0.6764 1.6032
7 H 1.6925 -1.4838 -0.8440
8 C 1.9227 -0.7245 -0.1265
9 H -0.9065 -1.1586 -0.8038
10 H 2.1557 -1.2930 0.7219
11 N 1.3176 1.7363 0.3309
12 C 0.9261 0.3510 0.0654
13 C -1.4192 -0.6056 -0.0286
14 C 0.7750 1.5162 -0.7782
15 C -0.3192 -0.0181 0.8541
16 H -0.7519 0.9429 1.3019

---

No. 3
Density functional theory data (ωB97M-V with the def2-TZVPD basis set) for C9H7HgN3O3S as an isolated structure.

Results
HOMO (spin up / spin down) (eV): -4.9 / -6.1
Gap between HOMO and LUMO (spin up / spin down) (hartree): 0.27674 / 0.26996
<S²>: 0.754
Relative energy (zero: lowest compared OMol25 entry of this formula, charge and spin) (kcal per mole): 0.0
DFT total energy (eV): -35070.50243
Spin multiplicity: 2
Net charge: -1

Positions of all 24 atoms, in Å:
1 C 0.2714 -0.7240 -1.0195
2 C 1.3491 -0.0373 -0.4825
3 H -0.4707 -2.6266 -1.6635
4 C 0.3731 -2.0880 -1.2465
5 C 1.6565 -4.2552 -1.2270
6 O 0.2735 2.2429 -1.1037
7 N -6.3024 5.4761 3.4768
8 C 2.5255 -0.7069 -0.1815
9 C 1.5431 -2.7793 -0.9480
10 O 0.6141 1.7251 1.2338
11 H 3.3589 -0.1484 0.2226
12 C 2.6148 -2.0710 -0.4132
13 S 1.2133 1.6998 -0.1339
14 O 2.5545 2.2307 -0.1688
15 N -3.2002 2.8671 1.7230
16 C -5.7925 4.8290 2.6622
17 N -5.3072 4.1106 1.6678
18 C -4.1852 3.5097 1.7307
19 H -0.6337 -0.1817 -1.2582
20 Hg -1.0513 3.4394 1.2146
21 H 3.5338 -2.5956 -0.1757
22 H 1.9970 -4.4359 -2.2493
23 H 0.6936 -4.7526 -1.1075
24 H 2.3711 -4.7282 -0.5529

---

No. 4
Density functional theory data (ωB97M-V with the def2-TZVPD basis set) for an isolated ion of composition C3H3N2O2S and charge -1 in a non-equilibrium geometry.

Results
HOMO (spin up / spin down) (eV): -3.9 / -3.9
Gap between HOMO and LUMO (spin up / spin down) (hartree): 0.21083 / 0.21094
Relative energy (zero: lowest compared OMol25 entry of this formula, charge and spin) (kcal per mole): 67.2
DFT total energy (eV): -21068.68962
Spin multiplicity: 1
Net charge: -1

Positions of all 11 atoms, in Å:
1 O -1.2746 -0.7338 1.4540
2 C -1.6914 0.1079 -0.7043
3 H -1.3080 0.2516 -1.6982
4 N 1.5188 0.6431 0.6177
5 O 2.4874 -1.0436 -0.7014
6 H -2.6180 0.5811 -0.4296
7 S 0.8899 2.0434 0.0630
8 N 0.2555 -1.0780 -0.2261
9 C 1.4544 -0.6486 -0.2212
10 H 1.2187 0.4400 1.5711
11 C -0.9327 -0.5630 0.2751

---

No. 5
Density functional theory data (ωB97M-V with the def2-TZVPD basis set) for C37H49As2F6N2O6S2Ti as an isolated structure in a non-equilibrium geometry.

Results
HOMO (eV): -5.1
Gap between HOMO and LUMO (hartree): 0.26539
Relative energy (zero: lowest compared OMol25 entry of this formula, charge and spin) (kcal per mole): 51.4
DFT total energy (eV): -237200.11986
Spin multiplicity: 1
Net charge: -1

Positions of all 105 atoms, in Å:
1 H -5.7796 1.4117 -1.3961
2 C 0.2178 3.2902 1.8350
3 H 4.3581 -2.0516 1.3720
4 C 2.2476 1.7390 1.5901
5 C -1.1953 3.5323 1.2966
6 H 0.6770 3.0150 -1.0016
7 N -1.5798 1.2307 -0.9460
8 H -6.4785 2.2363 -3.6569
9 C 3.3297 -1.9327 -1.5466
10 H -2.4302 -0.8540 -3.0542
11 H 4.9355 3.6684 -2.8551
12 H 2.5031 0.8231 -2.9043
13 F -5.0003 1.6792 2.7315
14 C -2.7596 1.9694 -2.8303
15 F 0.7866 -1.2987 2.9086
16 H 6.5786 0.6097 0.4897
17 C 5.5452 0.6683 0.1353
18 C 4.7188 0.7340 2.4445
19 C 0.6121 -5.6458 -0.3678
20 H -0.2603 -2.2524 -4.6213
21 H 2.7940 -1.5619 -2.4178
22 C 1.3456 2.5053 -0.3268
23 C 1.2420 -4.5258 0.1588
24 H -2.3611 2.6606 -4.8254
25 C 5.4189 2.8407 1.3922
26 H -1.6070 4.4367 1.7534
27 H 1.3730 -1.6094 -4.3248
28 O -1.9151 -3.5088 1.7477
29 H -1.1886 3.6825 0.2142
30 H 1.4292 3.0475 -3.0052
31 O -0.9640 -1.5804 0.6770
32 H 5.4436 2.7484 -1.4497
33 H 5.5621 1.0637 -0.8757
34 F -0.6265 -2.0294 4.3726
35 H 4.0227 -0.1040 2.4369
36 C -5.4281 2.1568 -3.4064
37 C -0.0967 -5.5508 -1.5530
38 H 2.9916 -2.7099 2.2909
39 C 4.6313 3.3443 -1.8560
40 C 3.2689 1.7724 0.6584
41 H 0.6781 -6.5929 0.1529
42 H 0.9809 4.9681 0.6565
43 H 5.7237 0.3480 2.6367
44 C -4.6647 0.5352 3.3820
45 C 1.1460 -3.2953 -0.4776
46 H 2.3610 1.4803 2.6314
47 H 0.0206 -0.4903 -4.5848
48 O -0.8448 0.4785 1.8837
49 H 5.1608 -0.3503 0.0847
50 C 4.7103 1.5033 1.1098
51 C 1.0123 2.2233 1.0455
52 C -4.4756 2.5082 -4.3591
53 H 4.2634 -1.3848 -1.4593
54 H -0.3036 1.9856 3.5181
55 C 3.4682 1.3267 -2.8040
56 H 2.0404 4.4772 1.9827
57 H -2.2291 -2.6058 -2.8675
58 H -0.4610 3.7113 3.8368
59 C -1.4176 1.6377 -2.2537
60 H 1.1421 2.9820 3.7757
61 H 5.5444 3.4477 0.4993
62 C 2.6887 2.2628 -0.5873
63 H 4.1764 0.6292 -2.3590
64 H 4.8348 3.4183 2.1106
65 H 3.8285 1.5815 -3.8061
66 F -4.8499 0.7623 4.6809
67 C 0.1465 2.9582 3.3264
68 C 3.2972 2.5933 -1.9563
69 H -2.4882 -1.5948 -1.4309
70 H -1.8715 2.7085 1.5304
71 C 3.4405 -2.6319 1.3027
72 C -3.7018 1.6260 -1.8881
73 F 0.3856 -3.3993 3.0477
74 Ti -0.2226 0.3827 0.4361
75 H -0.5685 -6.4265 -1.9811
76 C 2.3661 3.5322 -2.7431
77 S -2.8332 0.2986 2.9315
78 H 1.7944 -4.6250 1.0832
79 C 0.3557 -3.1808 -1.6262
80 H 2.8630 3.8292 -3.6708
81 H 3.5317 -2.9960 -1.6726
82 C 0.9967 4.6113 1.6880
83 H 0.5529 5.3816 2.3257
84 H 3.6774 -3.6231 0.9185
85 H 4.5193 4.2356 -1.2350
86 S -1.6418 -2.1110 1.9165
87 O -2.2912 0.5373 4.2797
88 O -3.4607 0.4704 0.1994
89 C -0.1910 -2.1878 3.1314
90 O -0.3827 1.6598 -2.8925
91 C -2.9538 1.0855 -0.7027
92 H 6.4098 2.6575 1.8205
93 As -0.0903 -1.3786 -2.2362
94 C -0.2318 -4.3152 -2.1703
95 H 2.1497 4.4372 -2.1714
96 C -3.1128 2.4104 -4.0886
97 C -2.0226 -1.6379 -2.4133
98 H 4.4506 1.3790 3.2819
99 As 2.2167 -1.7281 0.0669
100 H -4.8053 2.8521 -5.3317
101 C -5.0540 1.6981 -2.1455
102 N -2.7671 -1.3562 2.6201
103 H -0.8192 -4.2421 -3.0789
104 F -5.5371 -0.4082 2.9958
105 C 0.3095 -1.4483 -4.1546

---

No. 6
Density functional theory data (ωB97M-V with the def2-TZVPD basis set) for C9H21ClIO2P2W as an isolated structure in a non-equilibrium geometry.

Results
HOMO (spin up / spin down) (eV): -20.3 / -20.7
Gap between HOMO and LUMO (spin up / spin down) (hartree): 0.24224 / 0.22453
<S²>: 2.030
Relative energy (zero: lowest compared OMol25 entry of this formula, charge and spin) (kcal per mole): 0.0
DFT total energy (eV): -54765.04440
Spin multiplicity: 3
Net charge: +3

Positions of all 37 atoms, in Å:
1 H -4.2316 0.3690 -1.1695
2 C 3.0499 0.8844 1.5141
3 C 0.0068 1.1371 -2.4291
4 H -0.8595 0.5823 -2.8231
5 H -2.7109 1.9436 1.2875
6 H -3.1511 -2.0704 1.5981
7 H 2.7363 1.9100 1.2892
8 C 3.2089 -1.8287 0.5334
9 P -2.3808 -0.2000 0.2568
10 H -2.8360 -0.2222 -2.1222
11 H -2.7685 -2.5732 -0.0688
12 O 0.0074 1.1401 2.8815
13 H 0.8661 0.5718 -2.8219
14 P 2.3784 -0.2271 0.2542
15 C -3.0380 0.9228 1.5143
16 C -3.1380 0.4080 -1.2747
17 H -4.1342 0.8749 1.5019
18 H 4.2349 0.3265 -1.1708
19 H 3.1290 -2.1093 1.5902
20 C 3.1418 0.3758 -1.2762
21 C -3.2300 -1.7908 0.5409
22 I -0.0128 -2.4628 2.2311
23 H 2.6778 0.6190 2.5114
24 H -2.8286 1.4439 -1.4716
25 H 4.1453 0.8223 1.5017
26 H 2.8342 -0.2505 -2.1246
27 W -0.0035 -0.7181 0.1104
28 H 2.8422 1.4147 -1.4719
29 H -2.6695 0.6544 2.5122
30 C 0.0060 1.2834 -0.8999
31 Cl -0.0147 -2.2192 -1.6527
32 H 0.0131 2.1241 -2.8427
33 C 0.0035 0.5071 1.9031
34 H -4.2857 -1.6859 0.2616
35 H 4.2651 -1.7362 0.2519
36 H 2.7364 -2.6043 -0.0768
37 O 0.0104 2.3834 -0.3491

---

No. 7
Density functional theory data (ωB97M-V with the def2-TZVPD basis set) for a 2-piece molecular cluster, C2H7N2 overall.

Results
HOMO (eV): -15.8
Gap between HOMO and LUMO (hartree): 0.41765
Relative energy (zero: lowest compared OMol25 entry of this formula, charge and spin) (kcal per mole): 34.1
DFT total energy (eV): -5159.98898
Spin multiplicity: 1
Net charge: +1

Positions of all 11 atoms, in Å:
1 H 0.8322 2.6576 1.5280
2 H -1.2982 -2.6996 -1.0775
3 H 0.6508 1.9448 -0.6490
4 N 0.5272 1.2415 0.0762
5 N 0.0660 -1.2193 -0.6352
6 H 0.3066 0.1392 -0.2094
7 C -1.0997 -1.6521 -0.8777
8 H 0.7684 -1.9544 -0.6082
9 H 0.5483 0.8860 2.0701
10 H -1.9443 -0.9654 -0.8953
11 C 0.6427 1.6218 1.2778

---

No. 8
Density functional theory data (ωB97M-V with the def2-TZVPD basis set) for a 2-piece molecular cluster, C5H12O2 overall in a non-equilibrium geometry.

Results
HOMO (eV): -9.4
Gap between HOMO and LUMO (hartree): 0.37509
Relative energy (zero: lowest compared OMol25 entry of this formula, charge and spin) (kcal per mole): 23.4
DFT total energy (eV): -9474.12220
Spin multiplicity: 1

Positions of all 19 atoms, in Å:
1 O -2.9313 0.7230 1.9760
2 H 2.0226 -1.6947 1.0193
3 C 0.0845 -0.8584 -1.6569
4 O -0.6052 2.7456 0.5740
5 H -0.1444 -1.1332 0.4281
6 H 0.8704 -0.8515 -2.4006
7 C 1.9775 -1.3529 -0.0130
8 H 2.1055 -2.1878 -0.7049
9 C 0.7215 0.7913 0.2116
10 H 2.7707 -0.6509 -0.2286
11 H -3.1946 1.5754 2.3540
12 H -0.4564 -1.7998 -1.6977
13 H 1.0860 0.8762 1.2227
14 H -3.7209 0.5509 1.4217
15 C -0.5364 1.6128 0.1842
16 H 1.4491 1.3058 -0.4325
17 C 0.6037 -0.6638 -0.2240
18 H -0.6201 -0.0827 -1.9489
19 H -1.4823 1.0949 -0.0845